(a)
{
  "formula": "C42H118N8O13",
  "method": "ωB97M-V/def2-TZVPD",
  "orbital_gap_ev": 9.38,
  "spin_multiplicity": 1,
  "lumo_ha": 0.0186,
  "elements": ["O", "O", "O", "O", "O", "O", "O", "O", "O", "O", "O", "O", "O", "N", "N", "N", "N", "N", "N", "N", "N", "C", "C", "C", "C", "C", "C", "C", "C", "C", "C", "C", "C", "C", "C", "C", "C", "C", "C", "C", "C", "C", "C", "C", "C", "C", "C", "C", "C", "C", "C", "C", "C", "C", "C", "C", "C", "C", "C", "C", "C", "C", "C", "H", "H", "H", "H", "H", "H", "H", "H", "H", "H", "H", "H", "H", "H", "H", "H", "H", "H", "H", "H", "H", "H", "H", "H", "H", "H", "H", "H", "H", "H", "H", "H", "H", "H", "H", "H", "H", "H", "H", "H", "H", "H", "H", "H", "H", "H", "H", "H", "H", "H", "H", "H", "H", "H", "H", "H", "H", "H", "H", "H", "H", "H", "H", "H", "H", "H", "H", "H", "H", "H", "H", "H", "H", "H", "H", "H", "H", "H", "H", "H", "H", "H", "H", "H", "H", "H", "H", "H", "H", "H", "H", "H", "H", "H", "H", "H", "H", "H", "H", "H", "H", "H", "H", "H", "H", "H", "H", "H", "H", "H", "H", "H", "H", "H", "H", "H", "H", "H"],
  "xyz": [[-5.535, -1.102, -10.870], [2.700, -10.732, 0.975], [1.955, 12.487, 6.208], [-5.661, -8.472, 7.300], [-7.347, 1.643, 7.381], [-9.053, 4.281, -3.357], [-7.283, -5.683, -2.563], [4.393, -5.111, -4.749], [-9.731, -1.204, 0.170], [12.745, -0.402, -1.079], [8.242, 3.743, -6.717], [-0.242, 7.930, -3.534], [0.423, -0.054, 1.762], [5.733, 5.024, -4.282], [-7.846, 5.329, 7.080], [2.404, -2.564, -6.672], [5.980, -12.147, 1.596], [-2.110, 1.828, -0.194], [15.195, 0.657, -1.462], [-6.861, -7.948, 4.788], [0.347, 9.958, 4.029], [-7.841, 2.977, 7.662], [-0.036, 9.241, -3.078], [4.718, -11.554, 2.060], [9.640, 3.992, -6.798], [5.695, -5.720, -5.018], [-8.443, 6.434, -2.374], [1.352, -0.991, 1.284], [-4.846, -8.787, 8.497], [1.416, -4.049, -5.088], [-4.759, -6.831, 4.791], [-1.560, 1.227, 0.958], [-5.093, -9.107, 6.138], [-8.024, -6.800, -2.806], [-5.440, -8.212, 4.883], [11.346, -0.261, -0.867], [-2.537, 0.212, 1.603], [5.054, -10.604, 3.183], [2.723, -3.362, -5.455], [-5.651, 4.374, 7.046], [15.045, -0.151, -0.206], [3.966, -4.270, -5.864], [-8.443, 5.515, -3.675], [6.207, 4.102, -5.318], [1.789, 13.850, 6.314], [5.302, 4.474, -6.585], [4.073, -10.827, 0.862], [1.346, 11.946, 5.020], [1.086, 10.437, 5.166], [-4.520, 0.203, -9.355], [2.415, 9.743, 5.205], [7.642, 4.520, -5.626], [0.421, 10.166, -4.232], [-10.440, -2.204, 2.098], [-7.528, 0.694, 8.374], [2.182, -9.398, 1.202], [-7.210, 4.121, 6.786], [-4.424, -1.144, -10.060], [-0.140, 0.665, 0.622], [15.931, 0.525, 0.879], [-8.758, -6.646, -4.170], [13.544, -0.113, 0.080], [-10.684, -1.095, 1.189], [1.613, -4.668, -4.213], [-8.507, -7.481, -4.824], [-5.045, 4.880, 6.295], [2.075, 14.276, 7.275], [0.973, -4.668, -5.868], [0.799, 14.197, 6.016], [2.365, 8.682, 4.957], [2.186, -0.508, 0.776], [-0.084, 10.084, -5.194], [-0.236, -0.042, -0.202], [2.255, -3.051, -7.544], [15.255, -1.213, -0.333], [3.049, -2.583, -4.765], [13.426, 0.956, 0.256], [-7.387, 3.861, 5.742], [2.208, -9.267, 2.284], [-5.448, -0.415, -11.536], [-8.916, 3.104, 7.538], [-9.826, -6.581, -3.962], [15.628, 1.567, 0.980], [-2.009, 0.062, 2.546], [-7.010, -0.230, 8.117], [-8.984, 6.113, -4.410], [-8.821, 5.146, 7.272], [5.749, -12.672, 0.764], [-8.659, -6.907, -1.926], [16.980, 0.518, 0.584], [-5.611, -10.065, 6.082], [-10.731, -3.165, 1.674], [4.733, 5.134, -4.191], [-7.298, -7.596, -2.640], [3.196, -1.957, -6.833], [-11.076, -2.073, 2.973], [10.859, -0.720, -1.727], [4.101, -10.165, 3.477], [0.406, 12.418, 4.734], [0.628, 9.002, 3.864], [-4.987, -8.057, 9.295], [6.014, 3.058, -5.072], [-9.410, -2.290, 2.443], [5.674, -6.601, -4.376], [4.053, -12.400, 2.232], [-5.124, -8.828, 4.041], [3.634, -5.016, -6.586], [4.145, -11.522, 0.027], [5.688, 3.916, -7.437], [-7.059, -7.838, 5.772], [2.521, 14.338, 5.671], [8.250, 4.274, -4.756], [-9.306, 4.018, -4.245], [-3.056, 2.180, -0.160], [-3.852, 0.258, -8.496], [-2.640, -0.698, 1.012], [2.724, -8.680, 0.587], [1.176, -9.288, 0.796], [0.641, -3.305, -4.903], [10.945, -0.806, -0.012], [4.760, -3.732, -6.382], [-8.539, 0.476, 8.718], [-5.471, 4.774, 8.044], [-0.653, 7.525, -2.767], [-7.038, 1.073, 9.271], [2.958, 10.177, 4.365], [14.844, 1.571, -1.214], [1.725, -1.627, 2.087], [10.945, 0.752, -0.816], [-11.723, -1.081, 0.858], [-0.985, 9.473, -2.593], [5.655, -11.061, 3.969], [-0.630, 10.201, 4.108], [-7.853, -4.962, -2.286], [-6.962, -7.031, 4.378], [15.875, 0.179, 1.911], [-3.715, -6.983, 4.516], [0.692, 9.190, -2.269], [0.548, 1.454, 0.318], [-5.156, -6.281, 3.938], [6.504, -4.997, -4.917], [13.346, -0.829, 0.879], [-9.373, 6.634, -1.842], [0.176, 11.210, -4.039], [2.809, 9.843, 6.216], [-5.119, -9.783, 8.844], [-1.556, 1.987, 1.739], [-4.431, 1.056, -10.029], [-7.912, 7.365, -2.575], [1.473, 10.108, -4.509], [4.315, 4.049, -6.403], [2.077, 12.186, 4.248], [-4.423, -1.944, -9.319], [-5.502, 0.371, -8.912], [-4.033, -9.361, 6.141], [-3.576, -1.083, -10.743], [5.094, 5.518, -6.820], [14.351, 0.398, -1.952], [0.504, 10.280, 6.075], [-9.908, -0.425, -0.362], [-7.607, 3.291, 8.679], [5.628, -9.731, 2.870], [9.820, 5.029, -6.516], [-7.608, 5.590, 8.027], [-3.804, -8.688, 8.194], [-5.117, 3.427, 7.116], [-8.507, -5.711, -4.671], [10.241, 3.340, -6.163], [-4.884, -6.120, 5.608], [9.913, 3.698, -7.812], [6.160, 5.913, -4.498], [-3.544, 0.577, 1.802], [-7.761, 5.957, -1.670], [0.879, -1.612, 0.523], [4.626, -9.929, 0.588], [7.700, 5.579, -5.876], [6.328, -12.797, 2.285], [-7.464, 5.240, -4.068], [-2.135, 1.177, -0.966], [5.694, -6.202, -5.995], [-10.486, -0.136, 1.668]],
  "mulliken_charge": [-0.53, -0.35, -0.29, -0.38, -0.30, -0.50, -0.54, -0.33, -0.51, -0.34, -0.34, -0.52, -0.30, -0.68, -0.69, -0.72, -0.73, -0.68, -0.82, -0.77, -0.63, -0.68, -0.16, 0.60, -0.68, -0.75, -1.04, -0.72, -0.72, -1.37, -1.45, 0.41, -0.79, -0.23, 0.50, -0.75, -1.35, -1.23, 0.49, -1.19, 0.28, -0.65, -0.23, 0.30, -0.74, -1.29, -0.85, -0.74, 0.55, -1.04, -1.41, -0.69, -1.06, -1.12, -0.75, -0.62, 0.27, -0.17, -0.68, -1.29, -0.89, -0.69, -0.13, 0.33, 0.25, 0.32, 0.26, 0.30, 0.30, 0.45, 0.29, 0.32, 0.36, 0.24, 0.34, 0.30, 0.34, 0.30, 0.23, 0.31, 0.30, 0.28, 0.31, 0.31, 0.26, 0.28, 0.26, 0.23, 0.25, 0.33, 0.35, 0.28, 0.26, 0.26, 0.24, 0.35, 0.27, 0.26, 0.37, 0.19, 0.26, 0.31, 0.30, 0.27, 0.23, 0.23, 0.27, 0.26, 0.34, 0.33, 0.30, 0.41, 0.31, 0.26, 0.33, 0.30, 0.31, 0.25, 0.39, 0.30, 0.37, 0.30, 0.31, 0.31, 0.33, 0.37, 0.28, 0.26, 0.30, 0.27, 0.26, 0.34, 0.23, 0.30, 0.27, 0.36, 0.36, 0.24, 0.36, 0.42, 0.28, 0.37, 0.31, 0.33, 0.27, 0.27, 0.23, 0.31, 0.34, 0.28, 0.39, 0.29, 0.30, 0.29, 0.47, 0.21, 0.30, 0.39, 0.23, 0.30, 0.33, 0.34, 0.32, 0.30, 0.32, 0.32, 0.31, 0.26, 0.32, 0.24, 0.25, 0.39, 0.27, 0.32, 0.48, 0.32, 0.25, 0.28, 0.24, 0.32, 0.26]
}

=====

(b)
{
  "formula": "C42H118N8O13",
  "method": "ωB97M-V/def2-TZVPD",
  "orbital_gap_ev": 9.01,
  "spin_multiplicity": 1,
  "lumo_ha": 0.0080,
  "elements": ["O", "O", "O", "O", "O", "O", "O", "O", "O", "O", "O", "O", "O", "N", "N", "N", "N", "N", "N", "N", "N", "C", "C", "C", "C", "C", "C", "C", "C", "C", "C", "C", "C", "C", "C", "C", "C", "C", "C", "C", "C", "C", "C", "C", "C", "C", "C", "C", "C", "C", "C", "C", "C", "C", "C", "C", "C", "C", "C", "C", "C", "C", "C", "H", "H", "H", "H", "H", "H", "H", "H", "H", "H", "H", "H", "H", "H", "H", "H", "H", "H", "H", "H", "H", "H", "H", "H", "H", "H", "H", "H", "H", "H", "H", "H", "H", "H", "H", "H", "H", "H", "H", "H", "H", "H", "H", "H", "H", "H", "H", "H", "H", "H", "H", "H", "H", "H", "H", "H", "H", "H", "H", "H", "H", "H", "H", "H", "H", "H", "H", "H", "H", "H", "H", "H", "H", "H", "H", "H", "H", "H", "H", "H", "H", "H", "H", "H", "H", "H", "H", "H", "H", "H", "H", "H", "H", "H", "H", "H", "H", "H", "H", "H", "H", "H", "H", "H", "H", "H", "H", "H", "H", "H", "H", "H", "H", "H", "H", "H", "H", "H"],
  "xyz": [[0.703, 5.030, -0.896], [0.410, -3.941, -2.031], [1.952, -4.583, 1.966], [5.816, 2.833, -2.314], [-0.431, 0.600, 3.922], [1.471, 0.449, -0.357], [-3.972, 2.725, 2.024], [3.963, 2.409, 2.579], [-4.351, -1.394, -2.546], [-3.478, -2.984, 3.216], [1.191, 6.430, 3.254], [2.583, 0.606, -5.145], [-1.525, 3.842, -4.735], [1.889, -1.756, -2.502], [0.742, 2.785, 2.646], [4.027, -7.356, 3.453], [-8.019, -0.670, -2.764], [2.795, 2.891, -0.114], [-3.301, -0.291, 4.134], [1.709, -6.069, -0.529], [-4.018, 1.076, -5.109], [4.203, 4.635, -0.949], [-0.267, -4.736, -1.024], [2.178, -3.226, 1.497], [-0.087, 3.961, 4.604], [-0.166, 4.060, -5.095], [-6.676, -0.681, -2.244], [-0.437, 4.590, -1.578], [0.251, -0.588, -3.826], [-3.642, 1.944, 3.192], [-3.838, 0.402, 2.935], [0.317, 4.105, 3.131], [3.634, 1.585, -5.217], [6.724, 1.865, -2.815], [0.250, -4.335, -3.373], [-3.379, 2.240, -4.546], [1.889, -6.541, 4.358], [-1.315, 5.752, -1.927], [-0.286, -6.994, 0.299], [2.888, -6.545, 3.145], [1.534, 5.072, 3.017], [-5.338, -0.006, 2.665], [0.293, -6.136, -0.811], [1.743, -1.186, -3.816], [-1.330, -4.067, 3.054], [-1.988, 2.520, -4.993], [3.671, 3.226, -1.212], [0.162, -1.016, 5.509], [-2.280, -2.950, 2.452], [-0.620, -0.684, -0.021], [3.126, -5.156, 2.514], [-3.118, 2.512, 0.860], [-5.676, -1.718, -2.897], [-3.432, -2.357, -2.993], [2.718, -0.029, -3.928], [0.086, 0.664, -0.255], [0.540, 0.326, 4.874], [3.766, -0.006, 2.194], [-6.802, -0.779, -0.713], [4.444, 1.120, 2.946], [-3.460, 2.120, -2.992], [4.884, 2.254, -1.370], [2.373, 7.182, 3.591], [3.651, -4.659, 3.329], [4.590, 2.930, 3.086], [0.887, 2.763, 1.647], [6.226, 0.983, -3.217], [-0.173, -6.496, 1.262], [2.382, 1.983, -0.273], [2.211, -5.841, 5.129], [3.007, -3.109, 0.799], [-3.567, -3.404, -2.723], [-3.626, -2.095, 3.545], [-2.962, 1.247, -2.572], [0.246, 5.045, -4.877], [-1.344, -7.183, 0.117], [3.445, 5.419, -0.929], [1.691, 2.603, 2.940], [2.461, -2.631, 2.365], [-0.765, -0.850, 6.058], [-2.293, -0.234, 4.101], [3.609, 1.970, -6.237], [-1.279, 1.850, -4.507], [5.505, 1.140, 2.698], [2.188, -5.523, -1.231], [-1.880, 2.327, -6.060], [-0.522, 4.536, 2.586], [2.443, 4.776, 3.541], [-0.087, -4.240, -0.070], [-1.729, -5.075, 2.941], [-0.172, -1.181, 0.839], [-0.541, -1.367, -0.867], [4.451, -0.851, 2.272], [3.588, 0.181, 1.135], [-3.247, 1.541, 0.382], [-1.225, -3.911, 4.127], [0.221, -7.957, 0.363], [-0.878, 3.784, -0.991], [7.394, 1.493, -2.039], [0.160, -6.628, -1.775], [-5.745, -1.604, -3.978], [-0.966, 3.324, 4.506], [2.849, 6.866, 4.519], [-7.958, -0.502, -3.758], [2.744, -2.281, -2.387], [-0.104, 4.034, -2.454], [-4.494, 2.228, -2.665], [3.520, 2.354, -4.453], [-0.253, 4.943, 5.047], [3.105, 7.137, 2.784], [-0.054, 1.326, 0.599], [0.830, -3.818, -4.138], [-1.353, -4.699, -1.105], [-8.444, -1.558, -2.536], [-2.148, 5.569, -2.606], [4.891, 4.805, -0.120], [0.518, 3.351, -4.630], [-2.092, 2.633, 1.207], [4.836, 4.929, -1.786], [-0.018, -1.825, 4.802], [0.544, -5.353, -3.629], [-3.451, 0.098, 5.054], [-5.446, -1.011, 2.257], [2.435, -7.175, 2.379], [4.535, -7.087, 4.284], [1.320, -2.709, 1.068], [-2.467, -2.069, -2.576], [-3.834, 1.082, -6.102], [3.092, 3.269, -2.135], [4.637, 1.168, -5.122], [0.371, 1.124, 5.597], [-0.407, -4.122, 2.476], [0.076, -0.216, -4.836], [-7.348, 0.090, -0.344], [-3.595, 0.189, -4.876], [0.009, 3.904, -6.160], [0.815, -1.360, 6.311], [-5.925, 0.136, 3.573], [-4.348, 2.257, 3.961], [-3.407, -2.386, -4.082], [-6.292, 0.276, -2.597], [1.512, -0.277, -0.984], [-0.686, 6.478, -2.443], [1.814, -1.970, -4.570], [1.931, 5.074, 2.002], [7.412, 2.290, -3.546], [-0.822, -4.210, -3.530], [-1.683, -0.574, 0.198], [4.372, 1.005, 4.028], [1.896, -7.564, 4.735], [1.523, 0.420, 4.412], [0.220, 0.299, -3.193], [-1.893, -1.940, 2.322], [3.773, -8.299, 3.710], [0.892, -6.221, 4.056], [-3.205, 0.081, 2.107], [1.187, 4.257, -0.598], [0.649, 3.360, 5.138], [3.827, -5.226, 1.682], [-2.670, 2.177, 3.627], [-0.326, 1.117, -1.157], [4.524, 1.310, -1.779], [-1.825, 6.117, -1.036], [-2.629, -3.288, 1.477], [1.207, -2.483, -2.344], [-7.278, -1.698, -0.371], [-3.317, 3.292, 0.126], [2.094, 8.223, 3.756], [-0.575, -1.242, -3.546], [2.841, -0.345, 2.660], [3.762, -0.328, -3.829], [-5.882, -0.705, -0.133], [-5.981, -2.757, -2.772], [-4.013, 3.063, -4.875], [-5.798, 0.638, 1.916], [-0.119, 1.364, 3.432], [-2.938, 2.996, -2.608], [5.469, 2.013, -0.483], [2.609, 0.708, -3.133], [3.477, 2.694, 0.605], [1.910, -5.523, 0.297]],
  "mulliken_charge": [-0.63, -0.34, 0.16, -0.37, 0.38, -0.07, -0.50, -0.43, -0.01, -0.73, -0.42, -0.44, -0.33, -0.06, 0.85, -0.79, -0.70, 1.99, -0.77, -0.65, -0.59, -2.02, 0.14, -0.95, -1.40, -0.82, 0.95, 1.99, -0.38, -0.07, 2.81, 0.53, -0.63, -0.72, -0.92, 0.19, -1.28, -1.55, -1.42, 0.77, -0.83, -1.87, 0.32, 0.18, -1.02, 0.01, 0.66, -1.48, 0.63, 0.72, -0.99, 0.60, -1.02, -0.79, -0.26, 1.47, 0.47, 0.27, -1.15, -0.99, -0.64, -0.25, -0.76, 0.52, 0.24, -1.00, 0.23, 0.01, -0.68, 0.32, 0.43, 0.41, 0.33, 0.05, 0.31, 0.44, 0.39, 0.04, 0.50, 0.39, -0.04, 0.35, -0.23, 0.52, 0.35, 0.42, 0.36, 0.45, -0.56, 0.48, -0.30, -0.75, 0.59, -0.20, -0.11, 0.41, 0.38, -0.55, 0.31, 0.42, 0.33, 0.12, 0.30, 0.28, 0.34, -0.40, 0.42, 0.16, 0.47, 0.29, -0.75, 0.24, 0.42, 0.27, 0.31, 0.32, 0.18, -0.40, 0.52, 0.04, 0.34, 0.33, 0.42, 0.06, 0.24, -0.19, -0.21, 0.31, 0.13, 0.32, 0.22, -0.04, 0.73, 0.43, 0.10, 0.37, 0.46, 0.40, 0.45, 0.49, -0.06, -0.52, 0.38, 0.40, 0.29, 0.27, 0.33, 0.05, 0.39, 0.44, -0.07, -0.51, -0.31, 0.27, 0.14, -1.37, 0.04, 0.16, 0.34, -0.37, -0.59, 0.18, 0.40, 0.08, 0.01, 0.38, 0.18, 0.31, -0.06, -0.37, 0.53, -0.03, 0.33, 0.22, 0.42, -0.19, 0.04, 0.43, -0.32, -0.37, 0.04]
}

=====

Stability comparison, relative energies in eV: (a) 5.912; (b) 0.000